# 1
{
  "formula": "C4H9NO2",
  "method": "ωB97M-V/def2-TZVPD",
  "symbols": ["C", "C", "C", "O", "N", "C", "O", "H", "H", "H", "H", "H", "H", "H", "H", "H"],
  "coordinates": [[0.685293, -0.986502, 0.517480], [0.516708, 0.537644, 0.422413], [0.673872, 1.167478, -0.959480], [-0.056867, 2.364861, -0.998712], [-0.942897, 0.416481, 0.670089], [-0.867036, -1.060958, 0.593743], [-1.502918, -1.643980, -0.506703], [1.225337, -1.334960, 1.404861], [1.142102, -1.458710, -0.358883], [-0.900056, -1.659284, -1.261918], [1.063473, 1.120829, 1.170825], [1.716711, 1.400993, -1.196212], [0.304753, 0.457863, -1.724047], [-0.941307, 2.101451, -0.687364], [-1.201935, 0.732690, 1.599555], [-1.329435, -1.531161, 1.468782]],
  "atomic_forces_ev_per_a": [[0.0, -0.1, -0.1], [0.2, 0.2, 0.0], [0.3, -0.2, 0.0], [-0.3, 0.0, 0.0], [-0.1, 0.0, 0.1], [0.2, -0.2, 0.4], [0.1, 0.0, -0.2], [-0.3, 0.1, -0.1], [-0.1, -0.1, 0.1], [-0.2, 0.1, 0.2], [-0.2, 0.0, -0.1], [-0.1, 0.0, 0.1], [0.1, 0.1, 0.1], [0.1, 0.2, 0.0], [-0.1, -0.1, -0.2], [0.3, 0.0, -0.1]],
  "mulliken_charge": [-0.788, 0.327, -0.571, -0.545, -0.488, -0.109, -0.512, 0.235, 0.313, 0.317, 0.399, 0.334, 0.139, 0.355, 0.232, 0.362],
  "total_energy_ha": -363.005781,
  "orbital_gap_ev": 10.5,
  "spin_multiplicity": 1,
  "de_lowest_kcal_mol": 50.0,
  "smiles": "OC[C@@H]1C[C@H](O)N1",
  "e_lumo_ev": 0.87,
  "total_charge": 0,
  "homo_energy_ev": -9.64
}

# 2
{
  "formula": "C4H9NO2",
  "method": "ωB97M-V/def2-TZVPD",
  "symbols": ["C", "C", "O", "C", "N", "C", "O", "H", "H", "H", "H", "H", "H", "H", "H", "H"],
  "coordinates": [[1.675572, -0.069700, -1.652521], [0.650394, -0.527053, -0.639067], [1.332935, -0.841005, 0.561228], [-0.394089, 0.563667, -0.395014], [-1.367570, 0.072907, 0.532950], [-1.429227, 0.408924, 1.746965], [-2.371572, -0.208005, 2.476685], [1.183975, 0.162539, -2.603061], [2.420371, -0.851292, -1.820374], [2.182205, 0.830076, -1.288442], [0.124450, -1.417565, -1.020851], [0.674274, -1.191784, 1.175737], [0.107947, 1.486091, -0.068403], [-0.914343, 0.770280, -1.337814], [-2.733271, -0.776220, 1.767619], [-0.830512, 1.132356, 2.311682]],
  "atomic_forces_ev_per_a": [[0.1, 0.0, -0.1], [-0.1, 0.1, -0.4], [-0.1, -0.1, 0.2], [0.1, 0.1, -0.1], [0.0, 0.1, 0.3], [0.1, 0.0, -0.5], [0.0, 0.0, 0.0], [0.1, 0.0, 0.1], [-0.1, 0.1, 0.0], [0.0, -0.1, -0.1], [0.1, 0.1, 0.1], [0.2, 0.0, 0.0], [0.0, -0.1, 0.1], [0.1, 0.0, 0.1], [-0.4, -0.2, 0.6], [-0.1, -0.1, -0.2]],
  "mulliken_charge": [-1.345, 0.430, -0.545, -0.674, -0.548, 0.186, -0.501, 0.372, 0.326, 0.354, 0.200, 0.321, 0.354, 0.306, 0.385, 0.379],
  "total_energy_ha": -363.032366,
  "orbital_gap_ev": 10.9,
  "spin_multiplicity": 1,
  "de_lowest_kcal_mol": 33.4,
  "smiles": "C[C@@H](O)C/N=C/O",
  "e_lumo_ev": 0.98,
  "total_charge": 0,
  "homo_energy_ev": -9.90
}

# 3
{
  "formula": "C4H9NO2",
  "method": "ωB97M-V/def2-TZVPD",
  "symbols": ["C", "C", "C", "N", "C", "O", "O", "H", "H", "H", "H", "H", "H", "H", "H", "H"],
  "coordinates": [[0.733787, -0.568533, -0.707912], [-2.187163, -0.015293, -0.481002], [1.434947, 0.814637, 1.317627], [-0.202903, -1.142933, 0.238907], [1.411077, 0.689987, -0.172442], [-1.282973, -0.304313, 0.567757], [1.892047, 1.495377, -0.928392], [-0.581053, -2.018493, -0.127452], [0.308967, -0.340543, -1.696873], [1.519567, -1.315513, -0.854352], [-2.537543, -0.933753, -0.967932], [-3.025933, 0.485587, -0.000373], [-1.750553, 0.653927, -1.230782], [0.413437, 0.942867, 1.670317], [1.810877, -0.106723, 1.755728], [2.043417, 1.663717, 1.617177]],
  "atomic_forces_ev_per_a": [[-0.3, 0.3, -0.4], [0.1, 0.0, -0.3], [0.2, 0.3, 0.1], [0.1, -0.5, 0.0], [-0.2, -0.2, 0.2], [0.1, 0.1, 0.2], [0.0, 0.0, -0.1], [0.0, 0.2, 0.1], [0.1, 0.0, 0.1], [0.0, 0.0, 0.0], [0.0, 0.0, 0.0], [0.0, 0.0, -0.1], [0.0, -0.1, 0.0], [0.0, 0.0, 0.1], [0.0, -0.1, 0.1], [0.0, 0.0, 0.0]],
  "mulliken_charge": [-0.649, -0.615, -1.054, -0.353, 0.749, -0.284, -0.576, 0.283, 0.325, 0.412, 0.277, 0.257, 0.283, 0.275, 0.329, 0.342],
  "total_energy_ha": -362.967178,
  "orbital_gap_ev": 10.3,
  "spin_multiplicity": 1,
  "de_lowest_kcal_mol": 74.3,
  "smiles": "CONCC(C)=O",
  "e_lumo_ev": 0.84,
  "total_charge": 0,
  "homo_energy_ev": -9.49
}

# 4
{
  "formula": "C4H9NO2",
  "method": "ωB97M-V/def2-TZVPD",
  "symbols": ["C", "C", "N", "C", "C", "O", "O", "H", "H", "H", "H", "H", "H", "H", "H", "H"],
  "coordinates": [[-0.587973, -0.170518, 2.105440], [0.330150, -0.300763, 0.831802], [1.308403, 0.743562, 0.658198], [-0.401312, 0.425934, -0.396447], [0.257039, 0.056258, -1.724511], [-0.843125, -0.092519, -2.661777], [0.737654, -1.517676, 0.589122], [-0.115899, -0.815111, 2.841392], [-1.615472, -0.450997, 1.885268], [-0.474735, 0.883388, 2.364586], [2.157093, 0.448231, 1.196009], [-1.351784, -0.143765, -0.431311], [-0.690438, 1.466159, -0.273613], [0.861271, -0.836023, -1.551451], [0.808082, 0.924580, -2.091628], [-0.378956, -0.620741, -3.341079]],
  "atomic_forces_ev_per_a": [[0.3, 0.4, -0.4], [2.0, 0.3, 0.6], [-0.1, -1.1, 2.9], [-3.2, -0.5, -3.6], [-1.0, 1.7, -0.2], [2.0, -0.9, 0.7], [-0.4, 0.9, 0.5], [-0.1, 0.0, 0.2], [0.2, 0.0, 0.0], [-0.3, -0.1, 0.3], [0.5, -0.2, -1.2], [0.0, -0.3, 0.5], [0.6, 0.0, 0.3], [0.0, 0.0, -0.7], [0.7, -0.3, 0.2], [-1.0, 0.1, -0.2]],
  "mulliken_charge": [-1.112, 1.070, -0.371, -0.657, -0.503, -0.460, -0.285, 0.397, 0.349, 0.376, 0.312, 0.371, 0.484, 0.379, 0.309, 0.342],
  "total_energy_ha": -362.491948,
  "orbital_gap_ev": [5.7, 6.9],
  "spin_multiplicity": 2,
  "de_lowest_kcal_mol": 168.2,
  "e_lumo_ev": [-9.30, -8.38],
  "total_charge": 1,
  "homo_energy_ev": [-15.02, -15.24]
}

# 5
{
  "formula": "C4H9NO2S",
  "method": "ωB97M-V/def2-TZVPD",
  "symbols": ["C", "C", "C", "C", "H", "H", "H", "H", "H", "H", "H", "H", "H", "N", "O", "O", "S"],
  "coordinates": [[-1.320365, -0.008893, 0.092768], [-0.521418, -1.159236, 0.274398], [1.672942, -0.986989, -0.529422], [2.699299, 0.035312, -0.199415], [0.449390, 0.895598, 0.302566], [-0.909969, 1.988300, -0.098906], [-0.696666, -1.860195, -0.550926], [-0.976916, -1.470243, 1.316905], [2.241431, -2.036986, -0.469770], [1.051694, -0.964039, -1.471659], [3.578307, 0.093226, -0.891351], [3.052901, -0.231786, 0.852009], [2.599991, 1.606255, 1.112495], [-0.551752, 1.085888, 0.209864], [0.865688, -0.853787, 0.593178], [2.312439, 1.360387, -0.104604], [-2.945979, 0.190293, -0.206812]],
  "atomic_forces_ev_per_a": [[-1.1, 5.1, -1.1], [0.2, -2.9, 3.9], [1.1, -2.2, -0.4], [3.8, -0.5, 0.2], [-0.5, 1.0, -0.1], [0.1, -0.5, 0.4], [0.4, -0.3, 0.6], [0.9, -0.6, -2.1], [-1.2, 2.0, -0.5], [1.0, 0.4, 0.7], [-0.5, -0.9, 0.4], [-0.1, -0.5, -1.7], [-1.7, -0.6, -6.0], [-0.1, 0.3, -0.4], [-2.8, -1.5, -0.2], [0.1, 2.8, 6.2], [0.2, -1.0, 0.0]],
  "mulliken_charge": [0.060, -0.308, -0.279, -0.569, 0.314, 0.207, 0.345, 0.227, 0.221, 0.379, 0.363, 0.280, 0.392, -0.255, -0.416, -0.603, -0.358],
  "total_energy_ha": -761.110568,
  "orbital_gap_ev": 7.9,
  "spin_multiplicity": 1,
  "de_lowest_kcal_mol": 95.9,
  "e_lumo_ev": -0.22,
  "total_charge": 0,
  "homo_energy_ev": -8.14
}

# 6
{
  "formula": "C4H9NO2S",
  "method": "ωB97M-V/def2-TZVPD",
  "symbols": ["C", "C", "C", "C", "N", "O", "O", "S", "H", "H", "H", "H", "H", "H", "H", "H", "H"],
  "coordinates": [[-1.243846, -0.759133, 1.287830], [0.245248, 1.341916, -1.457884], [0.473360, -1.042262, -1.332794], [-0.271720, 0.229100, 0.671849], [-0.137007, 0.124872, -0.699060], [-1.197214, -0.714189, 2.586327], [-1.941440, -1.460551, 0.609038], [1.353331, 0.519307, 1.667343], [0.873602, 1.224208, -2.312431], [-0.654683, 1.823368, -1.616835], [0.912558, 1.976892, -0.889862], [1.509225, -1.045702, -1.322350], [-0.150119, -1.885933, -0.970676], [0.270239, -1.009799, -2.335480], [-0.902476, 1.417309, 0.882020], [-0.774327, 0.009269, 3.053811], [1.635268, -0.748671, 2.179154]],
  "atomic_forces_ev_per_a": [[1.2, 0.9, -1.7], [1.0, -0.6, 2.4], [-3.1, -0.5, 2.5], [-1.1, 4.0, 0.2], [1.2, 0.4, -2.2], [-1.8, -1.7, 2.2], [0.0, -0.1, 1.0], [-0.2, -0.9, 0.3], [-0.3, -0.9, -1.0], [-1.6, 1.5, -0.9], [0.0, 0.4, 0.8], [2.3, -0.6, 1.0], [1.3, -0.1, 0.0], [-0.9, 0.3, -2.7], [2.0, -3.5, -0.5], [0.6, 0.4, -0.7], [-0.5, 1.0, -0.7]],
  "mulliken_charge": [0.555, -1.110, -1.182, -0.287, 0.088, -0.492, -0.541, -0.250, 0.412, 0.356, 0.345, 0.401, 0.347, 0.479, 0.323, 0.395, 0.162],
  "total_energy_ha": -761.161892,
  "orbital_gap_ev": 9.2,
  "spin_multiplicity": 1,
  "de_lowest_kcal_mol": 63.7,
  "e_lumo_ev": 0.43,
  "total_charge": 0,
  "homo_energy_ev": -8.75
}

What is the formula in the sixth record? C4H9NO2S